# 1
C30H26BrN4O4PdS3 | wB97M-V/def2-TZVPD

The geometry in ORCA input format:
```
! wB97M-V def2-TZVPD RIJCOSX def2/J DEFGRID3
* xyz -1 1
Pd 1.00 -0.53 0.50
C -5.11 3.23 4.23
C -3.81 2.54 3.93
C -3.82 1.25 3.43
C -2.64 0.58 3.14
C -1.43 1.20 3.38
C -1.40 2.49 3.87
C -2.59 3.16 4.14
S 0.14 0.32 3.21
O 0.41 -0.19 4.54
O 1.10 1.26 2.68
N -0.02 -0.82 2.13
C -0.60 -2.07 2.32
C -1.57 -2.34 1.02
O -2.70 -2.68 1.30
O -0.98 -2.14 -0.05
H -5.90 2.87 3.58
H -5.00 4.30 4.09
H -5.40 3.03 5.26
H -4.77 0.76 3.26
H -2.68 -0.41 2.71
H -0.44 2.96 4.03
H -2.56 4.18 4.51
H -1.18 -2.14 3.25
H 0.14 -2.89 2.26
S 2.64 -2.13 1.23
C 4.03 -1.11 0.96
C 5.26 -1.68 0.64
C 6.33 -0.88 0.29
C 6.19 0.50 0.26
C 4.99 1.08 0.65
C 3.92 0.28 1.01
H 5.36 -2.76 0.67
H 7.27 -1.34 0.03
H 7.02 1.12 -0.06
H 4.89 2.16 0.67
H 2.99 0.73 1.39
S 0.94 -1.02 -5.77
C 1.24 -0.81 -4.04
C 1.54 0.45 -3.52
C 1.83 0.56 -2.18
N 1.83 -0.48 -1.33
C 1.54 -1.69 -1.84
C 1.25 -1.90 -3.17
C -0.30 -2.30 -5.72
C -1.53 -2.07 -5.12
C -2.46 -3.10 -5.13
N -2.24 -4.29 -5.67
C -1.05 -4.50 -6.22
C -0.05 -3.55 -6.29
H 1.56 1.31 -4.17
H 2.08 1.53 -1.76
H 1.59 -2.54 -1.16
H 1.06 -2.90 -3.54
H -1.76 -1.12 -4.67
H -3.44 -2.97 -4.69
H -0.89 -5.49 -6.62
H 0.90 -3.76 -6.75
Br -3.00 4.65 1.23
C -1.83 3.24 0.79
C -0.45 3.42 0.83
C 0.35 2.39 0.39
N -0.13 1.21 -0.06
C -1.47 1.04 -0.05
C -2.35 2.02 0.34
H -0.02 4.35 1.18
H 1.43 2.51 0.36
H -1.83 0.08 -0.40
H -3.42 1.87 0.30
*
```

Results
Molar mass in g/mol: 789.09
HOMO in eV: -4.2
HOMO-LUMO gap in eV: 6.2
Calculated total energy in eV: -151712.1867
Lowest unoccupied orbital energy in eV: 1.9220

Atom charges from the Löwdin analysis, given in e for atoms 1 to 6: 0.7990 -0.0608 -0.3146 -0.0363 -0.0454 -0.2611

---

# 2
C13H16N | wB97M-V/def2-TZVPD

The geometry in ORCA input format:
```
! wB97M-V def2-TZVPD RIJCOSX def2/J DEFGRID3
* xyz 1 1
C -3.72 -0.66 0.28
C -3.32 0.29 -0.68
C -2.77 -1.09 1.22
C -1.94 0.52 -0.93
C -1.42 -0.79 1.04
C -1.01 -0.02 -0.06
C 2.96 -1.00 1.47
C 2.60 -1.09 0.16
C 1.04 1.57 0.15
C 0.47 0.12 -0.05
C 1.36 -0.94 -0.50
C 0.36 2.84 0.48
C 0.78 -2.01 -1.42
N 0.96 0.96 -1.18
H -4.79 -0.93 0.39
H -4.01 0.69 -1.25
H -3.15 -1.84 2.03
H -1.54 1.06 -1.69
H -0.77 -1.11 1.80
H 4.02 -1.10 1.86
H 2.15 -0.73 2.16
H 3.28 -1.47 -0.64
H 2.15 1.46 0.52
H 0.76 3.27 1.45
H -0.68 2.60 0.51
H 0.46 3.48 -0.28
H -0.41 -2.01 -1.38
H 1.21 -3.06 -1.05
H 1.16 -1.71 -2.38
H 0.24 1.33 -1.79
*
```

Results
Molar mass in g/mol: 186.28
HOMO in eV: -12.6
HOMO-LUMO gap in eV: 7.3
Calculated total energy in eV: -15219.1650
Lowest unoccupied orbital energy in eV: -5.3423

Atom charges from the Löwdin analysis, given in e for atoms 1 to 6: -0.0547 -0.0167 -0.0601 -0.0008 -0.0268 -0.2161

---

# 3
C3H3BiLiO2 | wB97M-V/def2-TZVPD

The geometry in ORCA input format:
```
! wB97M-V def2-TZVPD RIJCOSX def2/J DEFGRID3
* xyz 2 2
H 1.85 0.80 -1.40
O -0.49 -0.21 1.29
C -0.43 0.65 0.29
C -0.36 0.35 -1.03
C 1.25 0.12 -0.76
O 1.82 -0.76 -0.13
Li 1.05 -1.30 1.28
Bi -2.13 -0.78 2.34
H -1.14 -0.12 -1.62
H -1.43 1.25 -0.25
*
```

Results
Molar mass in g/mol: 286.98
HOMO (spin up / spin down) in eV: -17.1 / -16.6
HOMO-LUMO gap (spin up / spin down) in eV: 5.1 / 4.4
Calculated total energy in eV: -13273.1384
Lowest unoccupied orbital energy (spin up / spin down) in eV: -11.9597 / -12.2103

Atom charges from the Löwdin analysis, given in e for atoms 1 to 6: 0.1682 -0.6503 -0.3115 0.0883 -0.1499 -0.0213